[1]
{"formula": "C42H96O12", "method": "wB97M-V/def2-TZVPD", "smiles": "C1CCOC1.C1CCOC1.C1CCOC1.C1CCOC1.C1CCOC1.C1CCOC1.CC(C)O.CC(C)O.CC(C)O.CC(C)O.CC(C)O.CC(C)O", "homo_ha": -0.3384, "orbital_gap_ev": 9.77, "fmax_ev_per_a": 2.5, "elements": ["C", "C", "C", "O", "C", "H", "H", "H", "H", "H", "H", "H", "H", "C", "C", "C", "O", "C", "H", "H", "H", "H", "H", "H", "H", "H", "C", "C", "C", "O", "C", "H", "H", "H", "H", "H", "H", "H", "H", "C", "C", "C", "O", "C", "H", "H", "H", "H", "H", "H", "H", "H", "C", "C", "C", "O", "C", "H", "H", "H", "H", "H", "H", "H", "H", "C", "C", "C", "O", "C", "H", "H", "H", "H", "H", "H", "H", "H", "C", "C", "C", "O", "H", "H", "H", "H", "H", "H", "H", "H", "C", "C", "C", "O", "H", "H", "H", "H", "H", "H", "H", "H", "C", "C", "C", "O", "H", "H", "H", "H", "H", "H", "H", "H", "C", "C", "C", "O", "H", "H", "H", "H", "H", "H", "H", "H", "C", "C", "C", "O", "H", "H", "H", "H", "H", "H", "H", "H", "C", "C", "C", "O", "H", "H", "H", "H", "H", "H", "H", "H"], "coordinates": [[1.36880, 6.01396, 1.96003], [2.40086, 5.07977, 2.54414], [1.57094, 3.86091, 2.94005], [0.37097, 3.90835, 2.14819], [0.04573, 5.27835, 1.99487], [1.58421, 6.30295, 0.92548], [1.26183, 6.96568, 2.48428], [2.91054, 5.56716, 3.37932], [3.23965, 4.78003, 1.91465], [1.30287, 3.78286, 4.00083], [2.04920, 2.89829, 2.74929], [-0.43706, 5.57780, 2.94210], [-0.61693, 5.63534, 1.20836], [0.90902, -5.47573, 0.40613], [2.09868, -5.46044, 1.37153], [2.67848, -4.08224, 1.17896], [1.57533, -3.24760, 0.91618], [0.48259, -4.00069, 0.33825], [0.12671, -6.15875, 0.74540], [1.17992, -5.88638, -0.56590], [2.81944, -6.24527, 1.14149], [1.75498, -5.55308, 2.40434], [3.38492, -4.02297, 0.33531], [3.30969, -3.76429, 2.01497], [0.33283, -3.68999, -0.69582], [-0.29519, -3.68871, 1.03554], [-3.95599, -1.96400, 1.02060], [-5.10327, -1.61880, 0.05281], [-5.41970, -2.96341, -0.60623], [-4.19885, -3.65738, -0.65316], [-3.53803, -3.37290, 0.56919], [-4.16629, -2.00106, 2.08971], [-3.15092, -1.24996, 0.84490], [-4.70968, -0.99830, -0.75333], [-5.94401, -1.14462, 0.55529], [-5.87076, -2.77992, -1.58179], [-6.18581, -3.48712, -0.01349], [-2.45626, -3.41169, 0.41324], [-3.74010, -4.19155, 1.27148], [6.13442, -0.40428, 0.85964], [4.99951, 0.11660, 1.71723], [4.89126, 1.56386, 1.19776], [6.24478, 1.94988, 1.02226], [6.99585, 0.83531, 0.52293], [5.86248, -0.81909, -0.11292], [6.69485, -1.17542, 1.39214], [5.27519, 0.20759, 2.76987], [4.13461, -0.54364, 1.66163], [4.39650, 2.25336, 1.87809], [4.39645, 1.58584, 0.21673], [7.92611, 0.84755, 1.08768], [7.08034, 0.95170, -0.55828], [-3.49481, 0.71270, 4.72876], [-3.04736, 1.57653, 3.57056], [-1.64822, 2.06682, 3.94392], [-1.15176, 0.99222, 4.75296], [-2.15708, 0.02431, 5.01736], [-4.27350, 0.04521, 4.35621], [-3.90743, 1.24184, 5.58816], [-3.75688, 2.33496, 3.22446], [-2.92807, 1.01031, 2.63767], [-1.73782, 2.98807, 4.53180], [-0.94009, 2.21452, 3.13408], [-2.01744, -0.43583, 5.99309], [-2.05833, -0.76016, 4.25966], [2.13959, 2.96383, -1.94572], [2.35655, 4.41920, -1.65509], [2.09602, 5.12764, -2.94973], [0.97751, 4.37544, -3.48304], [1.14354, 3.00148, -3.13458], [1.69091, 2.36459, -1.15179], [3.04583, 2.43643, -2.25403], [3.36315, 4.64109, -1.27518], [1.75288, 4.76150, -0.80964], [2.92436, 5.04411, -3.65568], [1.77075, 6.15063, -2.77879], [1.46351, 2.35137, -3.95373], [0.14609, 2.69679, -2.80579], [-4.09687, 1.25694, -4.28596], [-2.82716, 1.45758, -3.52303], [-3.09262, 2.27104, -2.26906], [-2.19203, 0.23604, -3.09853], [-3.87792, 0.67253, -5.19148], [-4.53524, 2.17192, -4.68566], [-4.91272, 0.71586, -3.80372], [-2.04883, 1.97332, -4.09281], [-2.21948, 2.79314, -1.86821], [-3.62171, 1.66896, -1.53009], [-3.71308, 3.14755, -2.48865], [-1.68398, 0.44651, -2.30883], [0.47934, -4.00456, 5.92660], [0.86141, -3.19415, 4.68087], [-0.38927, -2.91396, 3.86033], [1.51606, -1.98031, 5.10706], [0.49883, -5.09072, 5.73494], [-0.55857, -3.89611, 6.25137], [1.16550, -3.94144, 6.77246], [1.57534, -3.86866, 4.19419], [-0.18182, -2.05492, 3.22088], [-1.32119, -2.76105, 4.40008], [-0.59207, -3.80614, 3.26154], [2.41906, -2.28463, 5.24896], [0.94398, -0.59534, -1.19556], [0.14297, -0.14556, 0.02101], [1.05616, 0.29574, 1.15376], [-0.60453, 0.99270, -0.48296], [0.30286, -0.88711, -2.02731], [1.53402, -1.48905, -0.96162], [1.68764, 0.16693, -1.42843], [-0.60025, -0.88826, 0.32370], [0.65778, 1.17628, 1.66407], [2.02344, 0.60827, 0.75015], [1.26028, -0.53299, 1.83187], [-0.73426, 1.63618, 0.22264], [3.41092, -3.89969, -2.97725], [2.54241, -4.98208, -3.57528], [3.22965, -6.35483, -3.47096], [1.28661, -4.97324, -2.92081], [4.24380, -3.63176, -3.63051], [3.84622, -4.26364, -2.04350], [2.89869, -2.96053, -2.76692], [2.37064, -4.84653, -4.65055], [2.61579, -7.20877, -3.74993], [3.60489, -6.58228, -2.46588], [4.15774, -6.25165, -4.04245], [0.68444, -5.64344, -3.25144], [-5.66406, 3.37012, 1.44100], [-4.82389, 4.40907, 0.69323], [-3.32782, 4.17953, 0.93298], [-5.03937, 4.62499, -0.68250], [-6.72938, 3.63924, 1.36522], [-5.49347, 3.25959, 2.50709], [-5.69554, 2.41562, 0.90244], [-5.05775, 5.34612, 1.22036], [-2.98941, 3.24386, 0.48062], [-3.11631, 4.04325, 1.99502], [-2.77890, 5.03466, 0.54252], [-5.90256, 5.04090, -0.77979], [1.44659, -1.35142, -6.02346], [-0.00400, -1.05262, -5.72887], [-0.53610, 0.19139, -6.43163], [-0.83110, -2.16965, -6.05144], [2.06414, -0.61101, -5.51263], [1.70128, -1.33759, -7.08420], [1.66636, -2.32958, -5.59014], [-0.01206, -0.84565, -4.65188], [-0.31536, 0.23574, -7.50320], [-0.18089, 1.17185, -6.09664], [-1.62155, 0.29971, -6.33505], [-1.72532, -1.81166, -6.01603]], "lowdin_charge": [-0.18, -0.15, -0.18, -0.17, -0.22, 0.10, 0.11, 0.11, 0.10, 0.12, 0.10, 0.12, 0.11, -0.14, -0.16, -0.23, -0.17, -0.16, 0.11, 0.09, 0.11, 0.10, 0.11, 0.12, 0.11, 0.08, -0.15, -0.15, -0.23, -0.12, -0.20, 0.10, 0.09, 0.10, 0.11, 0.12, 0.12, 0.10, 0.12, -0.17, -0.16, -0.21, -0.15, -0.18, 0.11, 0.11, 0.12, 0.10, 0.11, 0.11, 0.12, 0.11, -0.15, -0.18, -0.18, -0.14, -0.20, 0.11, 0.11, 0.07, 0.11, 0.12, 0.09, 0.12, 0.09, -0.16, -0.19, -0.18, -0.15, -0.18, 0.08, 0.11, 0.12, 0.10, 0.12, 0.12, 0.11, 0.10, -0.06, -0.48, -0.07, -0.06, 0.07, 0.08, 0.08, 0.13, 0.07, 0.09, 0.07, 0.03, -0.07, -0.46, -0.05, -0.05, 0.08, 0.07, 0.08, 0.12, 0.07, 0.06, 0.08, 0.08, -0.03, -0.42, -0.02, -0.08, 0.08, 0.07, 0.07, 0.12, 0.06, 0.06, 0.08, 0.07, -0.05, -0.49, -0.06, -0.06, 0.08, 0.07, 0.07, 0.13, 0.08, 0.07, 0.08, 0.10, -0.06, -0.49, -0.05, -0.03, 0.07, 0.07, 0.08, 0.13, 0.07, 0.07, 0.07, 0.10, -0.05, -0.50, -0.05, -0.04, 0.08, 0.08, 0.07, 0.11, 0.08, 0.07, 0.06, 0.08]}

=====

[2]
{"formula": "C42H97N3O8", "method": "wB97M-V/def2-TZVPD", "smiles": "CC1(C)CCCC(C)(C)N1O.CC1(C)CCCC(C)(C)N1O.CC1(C)CCCC(C)(C)N1O.CC(C)O.CC(C)O.CC(C)O.CC(C)O.CC(C)O", "homo_ha": -0.2937, "orbital_gap_ev": 8.47, "fmax_ev_per_a": 5.3, "elements": ["C", "C", "C", "O", "H", "H", "H", "H", "H", "H", "H", "H", "C", "C", "C", "O", "H", "H", "H", "H", "H", "H", "H", "H", "C", "C", "C", "O", "H", "H", "H", "H", "H", "H", "H", "H", "C", "C", "C", "O", "H", "H", "H", "H", "H", "H", "H", "H", "C", "C", "C", "O", "H", "H", "H", "H", "H", "H", "H", "H", "C", "C", "C", "C", "C", "C", "N", "O", "C", "C", "C", "H", "H", "H", "H", "H", "H", "H", "H", "H", "H", "H", "H", "H", "H", "H", "H", "H", "H", "H", "C", "C", "C", "C", "C", "C", "N", "O", "C", "C", "C", "H", "H", "H", "H", "H", "H", "H", "H", "H", "H", "H", "H", "H", "H", "H", "H", "H", "H", "H", "C", "C", "C", "C", "C", "C", "N", "O", "C", "C", "C", "H", "H", "H", "H", "H", "H", "H", "H", "H", "H", "H", "H", "H", "H", "H", "H", "H", "H", "H"], "coordinates": [[-21.22335, -9.21467, 4.88699], [-21.86865, -10.61241, 4.96539], [-23.23959, -10.52701, 4.23214], [-20.79955, -11.39410, 4.44467], [-20.68867, -9.06757, 3.94860], [-20.58779, -8.93841, 5.72833], [-21.97551, -8.42737, 4.83677], [-21.98150, -10.89109, 6.01310], [-23.85302, -9.92150, 4.89935], [-23.67312, -11.52579, 4.28313], [-23.06871, -10.16223, 3.21931], [-20.83512, -11.20863, 3.50342], [-18.64352, -6.59445, 6.25839], [-20.03363, -6.07467, 5.67955], [-20.14202, -4.56447, 5.71379], [-20.20569, -6.39183, 4.36277], [-18.69791, -7.68117, 6.32299], [-18.42515, -6.26472, 7.27411], [-17.84046, -6.43910, 5.53793], [-20.84147, -6.53051, 6.25200], [-20.27978, -4.17651, 6.72306], [-20.95746, -4.26773, 5.05417], [-19.18386, -4.12270, 5.44018], [-20.05435, -7.31053, 4.12892], [-21.30768, -1.65534, 7.40274], [-20.25969, -1.35670, 8.49766], [-19.44092, -0.03686, 8.24841], [-21.10313, -1.21749, 9.62897], [-20.86945, -1.58954, 6.40688], [-22.20312, -1.03430, 7.37842], [-21.75499, -2.63751, 7.55556], [-19.56812, -2.18069, 8.67333], [-18.36643, -0.16156, 8.38264], [-19.73200, 0.89081, 8.74116], [-19.41939, 0.32083, 7.21899], [-21.24612, -0.27515, 9.74363], [-17.57034, -11.43068, 8.46910], [-17.79648, -9.99274, 8.11675], [-16.75986, -9.48756, 7.15180], [-18.92637, -9.90925, 7.42170], [-18.31643, -11.70944, 9.21324], [-16.57048, -11.52507, 8.89273], [-17.76942, -12.11265, 7.64243], [-17.70471, -9.50562, 9.08752], [-16.77712, -8.39815, 7.12040], [-16.83192, -9.70145, 6.08543], [-15.77594, -9.90770, 7.36038], [-18.89618, -10.48708, 6.65567], [-16.60784, -8.46570, 3.43241], [-17.46307, -8.11471, 2.12985], [-16.82093, -8.70356, 0.89043], [-18.69394, -8.72751, 2.34831], [-17.02167, -8.50002, 4.44021], [-15.78410, -7.77621, 3.61724], [-16.16906, -9.45772, 3.53954], [-17.64905, -7.04144, 2.09004], [-16.61525, -9.77070, 0.97418], [-15.83649, -8.23570, 0.90037], [-17.20277, -8.54871, -0.11869], [-18.60648, -9.66884, 2.18143], [-19.60714, -4.73557, 1.32848], [-20.06736, -3.94532, 0.04141], [-19.56548, -2.54107, 0.11298], [-19.59219, -1.78090, -1.29761], [-18.91057, -2.63650, -2.35118], [-19.50571, -4.05093, -2.51071], [-19.52189, -4.66921, -1.16634], [-19.91477, -6.01916, -1.18100], [-20.84226, -4.07580, -3.28139], [-18.52713, -4.93651, -3.37859], [-21.70302, -3.90411, 0.02262], [-19.58655, -4.04798, 2.17400], [-18.65440, -5.26225, 1.27360], [-20.26605, -5.52997, 1.67898], [-20.06319, -1.99637, 0.91529], [-18.54777, -2.66621, 0.48269], [-18.97155, -0.89758, -1.14706], [-20.58000, -1.39068, -1.54267], [-17.87381, -2.72855, -2.02751], [-18.76549, -2.10555, -3.29200], [-20.56740, -3.60239, -4.22396], [-21.34495, -5.03410, -3.41199], [-21.64969, -3.48700, -2.84610], [-18.34962, -4.43565, -4.33029], [-17.51324, -4.86661, -2.98458], [-18.84850, -5.96052, -3.56894], [-22.05319, -4.93355, -0.05318], [-22.03771, -3.19928, -0.73849], [-22.15951, -3.41372, 0.88240], [-19.13232, -6.37090, -0.75013], [-24.84989, -3.64466, 5.30049], [-25.42752, -4.64740, 6.35846], [-24.93309, -4.23780, 7.77767], [-25.83001, -3.20419, 8.52750], [-27.33086, -3.70379, 8.45422], [-27.84957, -4.02076, 6.99205], [-26.87192, -4.89779, 6.28003], [-27.27039, -5.21734, 4.94509], [-29.15763, -4.83592, 7.05910], [-28.07278, -2.72100, 6.19743], [-24.85528, -6.12401, 6.13190], [-25.40266, -2.70600, 5.33877], [-24.97321, -4.00512, 4.27924], [-23.78340, -3.50897, 5.48022], [-24.83787, -5.12630, 8.40184], [-23.88081, -3.95922, 7.72091], [-25.84741, -2.34571, 7.85608], [-25.54343, -3.17780, 9.57882], [-27.91256, -2.96091, 8.99997], [-27.46726, -4.49012, 9.19664], [-29.60670, -4.86785, 6.06642], [-28.99165, -5.82444, 7.48734], [-29.71223, -4.34160, 7.85670], [-28.96886, -2.21106, 6.55112], [-27.30655, -1.94809, 6.13752], [-28.19486, -3.12001, 5.19046], [-23.76553, -6.10201, 6.14026], [-25.09702, -6.50073, 5.13805], [-25.22119, -6.88080, 6.82578], [-27.37200, -6.16746, 5.03752], [-20.81837, -11.28989, 11.10402], [-21.90119, -10.19992, 11.00573], [-21.75383, -9.50284, 12.45473], [-22.45617, -8.13281, 12.57616], [-21.89821, -7.22279, 11.47753], [-21.98383, -7.84033, 10.10577], [-21.46595, -9.17015, 10.00922], [-21.43625, -9.74592, 8.71033], [-23.39698, -7.61068, 9.57819], [-21.09597, -6.93128, 9.25235], [-23.38465, -10.70741, 10.92703], [-21.04290, -12.02879, 11.87324], [-19.83641, -10.88584, 11.35021], [-20.78865, -11.88356, 10.19036], [-22.17972, -10.02791, 13.30973], [-20.74160, -9.36748, 12.83573], [-22.30330, -7.66363, 13.54806], [-23.52389, -8.24563, 12.38817], [-20.85522, -7.02117, 11.72169], [-22.53898, -6.37882, 11.73292], [-23.58485, -6.56522, 9.33362], [-23.44677, -8.10984, 8.61048], [-24.14747, -8.17201, 10.13475], [-20.08722, -7.33835, 9.18298], [-21.58516, -6.73666, 8.29792], [-21.03464, -5.92203, 9.65948], [-24.15883, -9.94885, 11.04249], [-23.38354, -11.53770, 11.63322], [-23.52722, -11.13341, 9.93390], [-20.57687, -9.52631, 8.34314]], "lowdin_charge": [-0.07, -0.44, -0.04, -0.06, 0.06, 0.06, 0.08, 0.13, 0.08, 0.07, 0.09, 0.08, -0.03, -0.50, -0.05, -0.05, 0.03, 0.08, 0.07, 0.10, 0.06, 0.08, 0.08, 0.05, -0.07, -0.43, -0.05, -0.07, 0.07, 0.08, 0.05, 0.13, 0.07, 0.07, 0.07, 0.08, -0.04, -0.55, -0.05, -0.06, 0.07, 0.09, 0.09, 0.16, 0.07, 0.06, 0.08, 0.11, -0.04, -0.44, -0.06, -0.07, 0.03, 0.07, 0.07, 0.12, 0.08, 0.08, 0.08, 0.09, -0.03, -0.45, -0.14, -0.15, -0.15, -0.48, -0.12, -0.01, -0.03, -0.04, -0.01, 0.08, 0.06, 0.07, 0.12, 0.11, 0.10, 0.10, 0.12, 0.12, 0.08, 0.08, 0.06, 0.07, 0.08, 0.08, 0.07, 0.05, 0.07, 0.09, -0.01, -0.45, -0.14, -0.13, -0.12, -0.48, -0.13, -0.02, -0.04, -0.03, -0.03, 0.06, 0.08, 0.07, 0.08, 0.10, 0.09, 0.11, 0.11, 0.11, 0.08, 0.08, 0.08, 0.08, 0.07, 0.08, 0.07, 0.07, 0.08, 0.10, -0.05, -0.43, -0.14, -0.19, -0.16, -0.54, -0.09, -0.01, -0.02, -0.03, -0.01, 0.08, 0.08, 0.07, 0.11, 0.11, 0.11, 0.10, 0.12, 0.13, 0.07, 0.08, 0.07, 0.09, 0.06, 0.09, 0.06, 0.08, 0.08, 0.05]}